# 1
DFT (wB97M-V/def2-TZVPD) results for a structure of composition C37H48GeN9O5STeTl.

Geometry (Å):
Tl1 0.2156 1.1568 -0.2583
Te1 -1.6283 3.3265 0.0884
Ge1 -2.2928 -2.0345 0.1970
S1 1.9836 -3.9208 -1.1043
O1 -0.6061 -1.3331 -0.3383
O2 3.2195 4.3417 0.1391
O3 3.3111 -3.5428 -0.7346
O4 1.9848 3.1269 -1.1664
O5 1.5754 -5.2830 -1.1200
N1 2.7339 4.2274 2.6722
N2 2.2757 3.5866 -0.0526
N3 2.3176 0.2877 -0.4562
N4 7.0904 -1.0558 -1.9199
N5 0.9247 -3.0322 -0.1412
N6 7.1160 -0.9716 0.3122
N7 1.1020 2.7135 3.1939
N8 1.5332 3.0455 0.9808
N9 0.1911 1.7122 2.8675
C1 1.5296 -3.1143 -2.6193
C2 -4.4866 2.8533 0.8272
C3 0.2808 -2.2021 -0.8666
C4 -4.0532 2.8765 2.2693
C5 -3.4686 -0.5196 -0.1172
C6 2.8991 0.2179 -1.6660
C7 3.0558 -0.0107 0.6315
C8 -3.5738 2.8881 -0.2648
C9 0.4439 -1.5912 -4.6241
C10 -5.6423 -1.8631 0.1484
C11 -2.4735 -0.8503 3.4260
C12 1.8431 3.3466 2.2469
C13 -1.5146 -1.9925 3.1063
C14 6.3924 -0.8220 -0.7633
C15 -5.4151 2.8151 -1.8188
C16 -6.1778 -1.1567 1.3877
C17 -4.0510 2.8268 -1.6065
C18 4.2185 -0.1369 -1.8271
C19 4.9893 -0.4386 -0.7057
C20 10.6543 -1.9557 -0.1391
C21 9.5335 -1.6146 0.5778
C22 -4.7873 -0.9744 -0.7576
C23 -5.8397 2.8406 0.5476
C24 8.3690 -1.3294 -0.1440
C25 -3.1370 2.7744 -2.8019
C26 9.5064 -1.7396 -2.2783
C27 -2.2595 -0.2605 4.8167
C28 -0.0108 -1.4037 -3.3217
C29 1.4247 -2.5376 -4.9080
C30 8.3724 -1.3928 -1.5426
C31 1.9846 -3.3238 -3.9027
C32 0.5553 -2.1768 -2.3234
C33 -1.9060 -2.8565 1.9101
C34 -6.3251 2.8352 -0.7609
C35 4.3728 -0.3706 0.5493
C36 -7.7979 2.8451 -1.0358
C37 10.6381 -2.0171 -1.5498
H1 -2.2037 2.2527 -2.5965
H2 1.2054 2.9797 4.1575
H3 -8.0819 3.7948 -1.4956
H4 11.5464 -2.2922 -2.0708
H5 2.7385 -4.0709 -4.1237
H6 4.9443 -0.6160 1.4340
H7 -1.2177 0.0343 4.9788
H8 -3.7069 3.8700 2.5638
H9 -4.5679 -1.5173 -1.6820
H10 9.5007 -1.7902 -3.3607
H11 -3.6386 2.2692 -3.6265
H12 2.2866 0.4681 -2.5249
H13 0.0209 -1.0065 -5.4329
H14 -2.8887 0.6139 4.9952
H15 -2.5267 -3.1133 -0.8695
H16 -0.7948 -0.6868 -3.1017
H17 -0.7477 2.0353 3.0662
H18 9.5374 -1.5688 1.6594
H19 -1.0944 -3.5508 1.6775
H20 -5.0697 -2.7542 0.4457
H21 -6.5497 2.8351 1.3681
H22 1.7484 -2.6750 -5.9320
H23 3.3158 4.6834 1.9937
H24 -1.4287 -2.6412 3.9824
H25 0.3775 0.9085 3.4528
H26 -8.3832 2.7176 -0.1281
H27 6.7400 -1.0416 -2.8592
H28 11.5752 -2.1866 0.3812
H29 -6.4811 -2.2474 -0.4348
H30 -3.5047 -1.2078 3.3420
H31 -2.7748 -3.4802 2.1445
H32 -6.8020 -0.3056 1.1040
H33 -2.3689 -0.0670 2.6624
H34 -5.3760 -0.7816 2.0293
H35 -3.2392 2.1787 2.4634
H36 -2.8808 3.7815 -3.1408
H37 -4.8913 2.6156 2.9129
H38 -5.3640 -0.0905 -1.0524
H39 -8.0657 2.0584 -1.7430
H40 4.6244 -0.1657 -2.8303
H41 -0.5040 -1.5934 2.9431
H42 -3.6443 0.0380 0.8029
H43 -2.4941 -0.9967 5.5874
H44 2.5515 0.0353 1.5853
H45 -5.7930 2.7756 -2.8360
H46 -2.9306 0.1476 -0.8000
H47 -6.7904 -1.8268 1.9928
H48 2.9012 4.3615 3.6561

As for the charge: +2. The largest force on an atom comes out at 1.30 eV Å⁻¹. Its LUMO energy is -7.655 eV. The total energy is -5222.7398 Eh. The orbital gap is 0.1676 hartree. The calculation puts the relative energy (zero: lowest compared OMol25 entry of this formula, charge and spin) at 0.894 eV. Its highest occupied orbital energy is -12.217 eV.

Mulliken atomic charge list, values in e, 4 entries:
1. Tl 1.433
2. Te 0.608
3. Ge -0.116
4. S 1.177

# 2
DFT (wB97M-V/def2-TZVPD) results for a structure of composition C37H48N12O2PSSeV.

Geometry (Å):
Se1 -1.2432 -3.3895 -1.6693
V1 -0.7807 0.0686 -0.8940
S1 -2.5872 -2.1304 1.0730
P1 -0.1892 0.0323 2.9623
O1 1.2239 -2.0890 1.5674
O2 4.9055 3.4518 -3.0419
N1 1.3782 0.3776 5.2716
N2 -2.8188 0.5319 -1.0001
N3 -4.4785 1.8629 -0.3883
N4 -0.2514 -1.8959 -1.4322
N5 -0.1330 0.9772 -2.6672
N6 2.2888 1.7413 0.4678
N7 1.0685 2.7043 -3.3644
N8 -0.8149 2.2070 -0.2379
N9 -0.8650 1.3143 5.3665
N10 -0.5562 -1.0808 5.4821
N11 3.3789 4.9051 -2.1894
N12 0.1093 -4.2854 -2.3513
C1 -1.0724 1.3701 3.9149
C2 -5.5376 -1.3182 -2.7433
C3 2.0339 -3.2725 1.4648
C4 -4.2339 -1.0654 -2.3740
C5 -2.1284 -3.7531 1.6941
C6 -5.0604 0.8516 -1.1572
C7 -3.1594 1.6205 -0.3386
C8 -2.1403 2.4766 0.3626
C9 1.3387 1.6619 -4.2549
C10 -4.3818 -2.2970 1.0469
C11 4.7501 1.7185 -0.8545
C12 3.2977 -1.7262 -2.2616
C13 0.5343 -0.5954 -4.5561
C14 4.1278 3.7368 -2.1675
C15 2.1128 -1.2953 -1.7717
C16 3.4770 -3.0451 -2.8209
C17 0.1923 2.2437 -2.4681
C18 4.4236 0.7232 0.0468
C19 0.5603 0.5948 -3.8291
C20 1.4561 0.3029 3.7700
C21 2.1752 0.4038 -6.0532
C22 -1.3494 0.0574 5.9378
C23 -4.0098 0.0348 -1.5488
C24 0.4844 1.5434 5.7348
C25 -0.7381 -1.3607 4.0549
C26 3.8439 2.7505 -1.0641
C27 -0.5281 3.0511 -1.4275
C28 0.9860 -2.1807 -1.8276
C29 1.3495 -0.6708 -5.6644
C30 3.1754 0.7590 0.6521
C31 -6.5987 -0.4968 -2.3136
C32 2.4590 -3.9277 -2.8518
C33 1.1745 -3.5132 -2.3480
C34 0.7996 -0.9279 5.8571
C35 -6.3824 0.6094 -1.5194
C36 2.1792 1.5966 -5.3623
C37 2.6572 2.7365 -0.3467
H1 1.5850 -4.0036 0.7889
H2 -1.2950 0.1182 7.0253
H3 3.1928 5.3370 -1.2949
H4 1.9523 3.5486 -0.4574
H5 0.5965 1.5932 6.8180
H6 0.9066 -0.8423 6.9386
H7 5.6841 1.7163 -1.4020
H8 -0.1185 -1.4146 -4.2836
H9 -4.6753 -3.1218 0.3993
H10 2.1168 -0.5271 3.5180
H11 -4.7650 -2.4647 2.0515
H12 -5.7523 -2.1579 -3.3897
H13 2.0892 -3.7091 2.4595
H14 -0.1887 -2.2626 3.7823
H15 -0.7572 2.3532 3.5531
H16 2.3174 0.5160 5.6477
H17 1.0797 -1.7596 0.6712
H18 5.1063 -0.0890 0.2561
H19 1.9072 1.2274 3.4052
H20 -7.6057 -0.7328 -2.6280
H21 2.0272 -0.2960 -1.3575
H22 -1.0424 -3.7852 1.7751
H23 2.8034 0.2963 -6.9263
H24 2.5667 -4.9295 -3.2435
H25 2.7904 2.4330 -5.6723
H26 -2.1451 1.2826 3.7241
H27 -0.0709 2.3171 0.4481
H28 -4.8028 -1.3747 0.6514
H29 -3.4230 -1.6794 -2.7417
H30 4.4477 -3.3157 -3.2126
H31 -1.4831 3.3481 -1.8684
H32 4.1512 -1.0603 -2.2371
H33 1.4213 -1.7399 5.4814
H34 2.8567 -0.0601 1.2877
H35 0.0003 3.9667 -1.1641
H36 -2.5653 -3.9289 2.6763
H37 -2.4585 -4.5383 1.0141
H38 -1.7939 -1.5500 3.8610
H39 -7.1935 1.2534 -1.2095
H40 3.0425 -3.0372 1.1201
H41 0.8859 2.4462 5.2754
H42 -2.3879 -0.0907 5.6485
H43 3.7312 5.5636 -2.8755
H44 -4.9557 2.6484 0.0250
H45 1.3462 -1.5690 -6.2668
H46 -2.4167 3.5322 0.2941
H47 1.4860 3.6283 -3.3528
H48 -2.0970 2.2135 1.4201

As for the charge: +3. The largest force on an atom comes out at 0.54 eV Å⁻¹. Its LUMO energy (alpha / beta) is -8.001 / -8.057 eV. As for the expectation value of S²: 3.759. The total energy is -6330.5300 Eh. The spin multiplicity is 4. The orbital gap (alpha / beta) is 0.2671 / 0.2745 hartree. The calculation puts the relative energy (zero: lowest compared OMol25 entry of this formula, charge and spin) at 0.469 eV. Its highest occupied orbital energy (alpha / beta) is -15.270 / -15.527 eV.

Mulliken atomic charge list, values in e, 4 entries:
1. Se 0.328
2. V 0.786
3. S 0.433
4. P 1.926